Below is 10 unconnected molecules or ions with the total composition H21O10 in a non-equilibrium geometry, with properties calculated with ωB97M-V/def2-TZVPD.

The calculation puts the LUMO energy at -2.997 eV. The total charge is +1. As for the spin multiplicity: 1. Its HOMO energy is -14.110 eV.

The geometry in XYZ format:
```
31
Properties=species:S:1:pos:R:3:lowdin_charge:R:1
O 0.86384 -0.12922 -0.99718 0.248
H 0.23636 -0.56503 -1.56550 0.059
H 0.41358 0.48056 -0.32688 0.148
H 1.61690 -0.64059 -0.73515 0.076
O -0.26642 -0.00563 2.03998 -0.034
H 0.24436 -0.80839 2.12389 0.048
H 0.13933 0.68055 2.54781 0.048
O -0.94671 2.63246 1.50284 -0.025
H -0.74353 3.38070 2.04810 0.048
H -0.22739 2.57971 0.91099 -0.055
O -1.04444 -1.31913 -2.49263 0.012
H -1.83783 -1.25431 -1.96928 0.058
H -1.03378 -2.25004 -2.61193 0.060
O 1.98799 -2.72061 -1.18932 -0.011
H 2.53574 -3.46967 -1.01589 0.051
H 1.27913 -3.08616 -1.70093 0.033
O -2.75978 0.40149 0.80436 -0.076
H -3.38753 0.33489 1.54981 0.069
H -1.88502 0.33061 1.21567 -0.028
O -0.80098 -2.50039 0.25228 -0.044
H -1.00356 -2.50235 1.19913 0.055
H -1.55085 -2.01928 -0.11415 0.016
O 2.88322 -0.31214 0.88731 -0.032
H 2.89059 0.12277 1.74146 0.052
H 3.44443 -1.07428 1.09311 0.069
O 1.39876 2.59868 0.11522 -0.046
H 1.20798 2.78659 -0.80333 0.058
H 1.57408 3.52277 0.41598 0.100
O -1.36985 1.77572 -1.56879 -0.032
H -1.71363 1.32538 -2.34919 0.048
H -2.14498 1.70436 -1.00782 0.025
```

Below is 2 unconnected molecules or ions with the total composition C4H12N2O2, with properties calculated with ωB97M-V/def2-TZVPD.

The calculation puts the LUMO energy at 0.813 eV. As for the SMILES: C[C@](N)(O)CO.C=N. As for the spin multiplicity: 1. Its HOMO energy is -9.847 eV.

The geometry in XYZ format:
```
20
Properties=species:S:1:pos:R:3:lowdin_charge:R:1
C -1.06331 -0.44901 0.02612 -0.631
C -2.29582 -0.55674 -0.86883 -0.022
N -0.93759 -1.63646 0.82018 0.096
C 0.22275 -0.28929 -0.82065 -0.210
O -1.17105 0.71259 0.87409 -0.026
O 0.41731 1.04461 -1.21513 -0.067
H -1.87095 1.28458 0.53637 0.092
H -0.11465 -1.58161 1.40736 0.082
H -1.74590 -1.74577 1.42460 0.088
H 0.15270 -0.88934 -1.72764 0.128
H -2.30396 0.25912 -1.58859 0.088
H -3.20406 -0.52252 -0.26847 0.084
H -2.26772 -1.50156 -1.40247 0.087
C 2.79768 1.32384 0.81223 -0.148
N 2.96754 0.08330 0.80684 0.019
H 3.66348 -0.25644 0.13915 0.055
H 1.07762 -0.63820 -0.22467 0.081
H 2.07080 1.72705 1.50294 0.061
H 0.28900 1.57781 -0.41772 0.068
H 3.31613 2.05405 0.18429 0.073
```

Below is 10 unconnected molecules or ions with the total composition C46H114N6O4 in a non-equilibrium geometry, with properties calculated with ωB97M-V/def2-TZVPD.

The calculation puts the LUMO energy at 0.082 eV. As for the SMILES: CCN(CC)CC.CCN(CC)CC.CCN(CC)CC.CCN(CC)CC.CCN(CC)CC.CCN(CC)CC.C1CCOC1.C1CCOC1.CO.CO. As for the spin multiplicity: 1. Its HOMO energy is -8.058 eV.

The geometry in XYZ format:
```
170
Properties=species:S:1:pos:R:3:lowdin_charge:R:1
C -0.03948 -9.53733 2.82445 -0.077
C 0.97199 -9.20803 1.70086 -0.254
N 0.42211 -8.36309 0.67776 -0.213
C -0.72114 -8.88854 -0.10897 -0.245
C -0.29134 -8.79229 -1.56369 -0.097
C 0.17245 -6.99840 1.16798 -0.272
C 1.35991 -6.23759 1.74750 -0.095
H -1.05841 -9.42449 2.45411 0.062
H 0.05413 -8.77619 3.59904 0.063
H 0.05027 -10.53207 3.26097 0.068
H 1.83847 -8.79604 2.21812 0.102
H 1.31610 -10.00840 1.04581 0.115
H -1.02209 -9.87464 0.24477 0.109
H -1.60271 -8.25095 -0.04245 0.107
H -0.97451 -9.31654 -2.23193 0.067
H -0.31509 -7.73725 -1.83654 0.063
H 0.74337 -9.06348 -1.77322 0.072
H -0.59782 -6.99774 1.93921 0.103
H -0.15331 -6.34726 0.35681 0.108
H 1.11530 -5.17540 1.74590 0.073
H 2.21908 -6.48392 1.12357 0.079
H 1.64436 -6.56368 2.74793 0.060
C 8.25365 -4.38955 -3.49670 -0.097
C 7.53584 -3.01335 -3.62180 -0.222
N 6.44458 -2.98344 -4.69190 -0.141
C 5.38395 -2.01395 -4.24590 -0.257
C 4.43252 -1.40540 -5.27519 -0.112
C 7.11431 -2.64793 -5.92564 -0.278
C 8.15346 -3.58250 -6.62556 -0.088
H 8.88444 -4.52852 -2.61869 0.063
H 8.92135 -4.64662 -4.31901 0.042
H 7.54519 -5.20792 -3.36843 0.072
H 7.17679 -2.90784 -2.59805 0.101
H 8.24840 -2.19267 -3.70452 0.106
H 4.78605 -2.52790 -3.49326 0.107
H 5.63990 -1.12365 -3.67147 0.103
H 3.55857 -0.89764 -4.86713 0.068
H 4.91307 -0.61069 -5.84580 0.067
H 3.99876 -2.17387 -5.91504 0.072
H 7.62940 -1.71461 -5.69829 0.102
H 6.48669 -2.37788 -6.77492 0.103
H 7.77032 -4.59907 -6.71450 0.074
H 9.12414 -3.66451 -6.13652 0.049
H 8.47979 -3.26112 -7.61466 0.067
C -4.70983 -3.85992 7.42180 -0.089
C -3.70663 -4.03045 6.26704 -0.235
N -2.45780 -3.30016 6.59946 -0.198
C -1.66383 -3.95085 7.64900 -0.251
C -0.94742 -5.26601 7.26581 -0.080
C -1.60293 -2.86225 5.45954 -0.281
C -2.19913 -1.66166 4.85252 -0.103
H -4.77900 -2.79412 7.63949 0.076
H -4.43727 -4.38428 8.33769 0.058
H -5.67107 -4.31629 7.18553 0.068
H -3.50622 -5.09807 6.17684 0.095
H -4.09036 -3.75831 5.28378 0.107
H -0.91546 -3.24201 8.00337 0.107
H -2.40572 -4.20081 8.40744 0.091
H -0.16052 -5.55791 7.96127 0.070
H -1.76494 -5.98543 7.21895 0.060
H -0.47985 -5.20385 6.28315 0.059
H -1.43409 -3.69322 4.77466 0.110
H -0.67739 -2.59646 5.97027 0.113
H -1.57424 -1.24009 4.06519 0.072
H -2.36750 -1.00641 5.70715 0.087
H -3.10287 -1.92495 4.30294 0.065
C -1.78175 3.40527 -5.94125 -0.070
C -3.24037 2.88229 -6.18285 -0.293
N -3.74248 3.29265 -7.42832 -0.214
C -4.46867 4.55058 -7.20507 -0.263
C -5.80541 4.48093 -6.53622 -0.094
C -4.46533 2.31267 -8.21707 -0.250
C -3.38260 1.48716 -8.88420 -0.089
H -1.75316 4.46033 -6.21355 0.056
H -0.97792 2.95505 -6.52371 0.066
H -1.55790 3.40610 -4.87448 0.062
H -3.17650 1.80372 -6.03890 0.109
H -3.82969 3.12956 -5.29986 0.101
H -3.80825 5.14626 -6.57490 0.104
H -4.48476 5.12318 -8.13241 0.118
H -6.52860 3.94499 -7.15093 0.067
H -5.84169 3.90588 -5.61097 0.070
H -6.12155 5.51616 -6.40801 0.079
H -5.03251 2.87521 -8.95865 0.116
H -5.15149 1.76419 -7.57173 0.116
H -3.74846 0.76844 -9.61748 0.066
H -2.95007 0.85299 -8.11035 0.063
H -2.58077 2.06706 -9.34124 0.080
C 7.56383 2.75218 6.17536 -0.083
C 6.14195 3.04126 5.67077 -0.238
N 6.10103 3.52453 4.25806 -0.196
C 6.78939 4.78886 3.99805 -0.266
C 6.19645 5.95206 4.78900 -0.089
C 6.39841 2.43796 3.29153 -0.230
C 6.23282 2.81302 1.76759 -0.075
H 8.05257 2.01939 5.53328 0.061
H 7.51689 2.24004 7.13639 0.072
H 8.16764 3.65965 6.17902 0.066
H 5.54866 2.12739 5.70123 0.104
H 5.62372 3.74778 6.31912 0.099
H 7.86712 4.75779 4.15817 0.110
H 6.54259 5.07893 2.97676 0.095
H 6.78551 6.03102 5.70271 0.065
H 6.10241 6.93641 4.33041 0.071
H 5.18069 5.68943 5.08457 0.065
H 5.84476 1.52136 3.49504 0.109
H 7.44240 2.16251 3.44095 0.090
H 5.15747 2.89223 1.60808 0.064
H 6.73509 2.07571 1.14132 0.069
H 6.60482 3.77844 1.42457 0.051
C -7.80147 1.92886 3.00486 -0.057
C -7.92499 2.29782 1.41812 -0.196
N -7.24333 3.56857 1.08477 -0.205
C -5.80602 3.48581 1.28403 -0.288
C -5.04843 4.17437 0.15788 -0.086
C -7.77491 4.72804 1.80667 -0.271
C -9.06061 5.17944 1.17247 -0.098
H -6.87574 2.14538 3.53801 0.057
H -7.98261 0.87249 3.20333 0.054
H -8.60114 2.51182 3.46179 0.054
H -7.62937 1.56374 0.66856 0.101
H -8.95696 2.40344 1.08346 0.088
H -5.60817 3.86620 2.28615 0.106
H -5.48238 2.44496 1.28124 0.113
H -5.09847 3.48962 -0.68871 0.070
H -5.36755 5.15125 -0.20540 0.069
H -4.00868 4.27935 0.46773 0.068
H -7.00009 5.46374 1.59106 0.107
H -7.84853 4.76621 2.89351 0.112
H -9.79772 4.42635 0.89391 0.064
H -8.97059 5.73867 0.24120 0.070
H -9.61363 5.92924 1.73822 0.068
C 1.17206 0.64329 -0.39064 -0.151
O 2.02086 -0.03035 0.55355 -0.131
H 1.63971 1.57096 -0.72053 0.066
H 0.98689 0.06057 -1.29300 0.076
H 0.26448 0.95817 0.12439 0.074
H 1.88992 0.36513 1.41845 0.065
C 1.35210 4.48619 4.89954 -0.202
O 1.85488 3.68417 3.89274 -0.105
H 0.26243 4.45951 4.89430 0.077
H 1.65302 4.24621 5.91930 0.077
H 1.54550 5.54715 4.74117 0.072
H 2.78467 3.48033 4.01738 0.067
C 1.89082 7.34489 -2.57618 -0.189
C 2.52940 8.45792 -1.77518 -0.171
C 2.55544 9.54498 -2.85244 -0.191
O 2.63293 8.86057 -4.13081 -0.150
C 2.63119 7.44191 -3.92461 -0.194
H 0.81572 7.49331 -2.67730 0.114
H 1.97583 6.30895 -2.24799 0.107
H 3.49633 8.13302 -1.39102 0.114
H 1.85614 8.82175 -0.99901 0.109
H 3.48283 10.11072 -2.76315 0.109
H 1.76472 10.28476 -2.72769 0.114
H 3.65125 7.06738 -3.83915 0.111
H 2.19736 6.89746 -4.76334 0.116
C -3.70486 -2.26046 -1.10267 -0.138
C -3.43187 -3.14020 -2.31455 -0.199
C -4.10909 -4.39975 -2.12214 -0.258
O -4.86276 -4.30073 -0.97098 -0.116
C -4.39310 -3.25615 -0.15216 -0.204
H -4.46848 -1.53149 -1.37391 0.105
H -2.86891 -1.73401 -0.64209 0.109
H -2.36251 -3.33561 -2.39434 0.114
H -3.68963 -2.57027 -3.20721 0.113
H -3.32321 -5.11559 -1.88114 0.119
H -4.61648 -4.68983 -3.04220 0.131
H -3.62028 -3.66583 0.49822 0.103
H -5.07896 -3.03561 0.66578 0.121
```

Below is a molecular structure, C18H21N4O2RuSSe4, with properties calculated with ωB97M-V/def2-TZVPD.

The calculation puts the LUMO energy (spin up / spin down) at -3.308 / -5.211 eV. The total charge is +1. As for the spin multiplicity: 5. Its HOMO energy (spin up / spin down) is -10.648 / -11.036 eV.

The geometry in XYZ format:
```
51
Properties=species:S:1:pos:R:3:lowdin_spin:R:1
Ru 0.01577 0.99500 -1.50497 2.128
C 0.79441 -0.01213 4.18246 0.001
C -0.25563 0.84097 3.49055 0.007
N -1.18812 0.05491 2.67191 0.013
C -2.33405 -0.56059 3.37427 0.001
C -2.14914 -2.04986 3.61940 0.001
C -1.02522 -0.16432 1.37433 0.022
S 0.48586 0.39236 0.65406 0.164
N -1.94334 -0.89992 0.76271 0.017
C -2.12222 -0.94970 -0.54294 0.006
O -1.66714 -0.13281 -1.41190 0.055
C -3.01288 -2.01394 -1.06221 0.000
C -3.16600 -2.18186 -2.43734 0.002
C -3.98044 -3.18852 -2.92532 0.000
C -4.64945 -4.02789 -2.04415 0.001
C -4.50585 -3.85981 -0.67337 0.000
C -3.68999 -2.85611 -0.18204 0.001
H 1.47744 0.62799 4.74024 0.000
H 1.37493 -0.58694 3.46121 0.000
H 0.33943 -0.70576 4.88802 0.000
H 0.20321 1.59885 2.85905 0.004
H -0.86469 1.36617 4.22584 0.001
H -3.23547 -0.36508 2.79580 0.000
H -2.42383 -0.03052 4.32075 0.000
H -2.05402 -2.59422 2.68289 0.000
H -3.01625 -2.43614 4.15441 0.000
H -1.26587 -2.24435 4.22591 0.000
H -2.64786 -1.51912 -3.11682 0.003
H -4.09712 -3.31956 -3.99237 0.000
H -5.28713 -4.81371 -2.42638 0.000
H -5.03340 -4.50972 0.01107 0.000
H -3.57758 -2.71018 0.88267 0.000
Se -0.53124 0.89855 -4.01322 0.371
Se -0.98007 2.97101 -4.73192 0.421
Se -1.29205 4.41579 -2.94339 0.277
Se -0.92367 3.25179 -1.01607 0.436
N 6.92866 2.81476 -0.90054 0.001
C 6.27854 2.23764 -1.93316 0.001
O 6.82698 1.86568 -2.94637 0.001
C 4.77995 2.04696 -1.78839 0.010
C 4.14724 1.31508 -2.78104 -0.001
C 2.78545 1.11405 -2.70916 0.023
N 2.03457 1.59277 -1.70267 0.013
C 2.64417 2.31803 -0.75205 0.008
C 4.00085 2.56568 -0.76236 -0.001
H 7.92188 2.95083 -0.99036 0.000
H 6.47871 3.11190 -0.05633 0.000
H 4.72578 0.91941 -3.60327 0.000
H 2.26196 0.56401 -3.47803 0.011
H 2.00665 2.72638 0.01962 0.002
H 4.40726 3.17615 0.03099 0.000
```